# 1
Formula: C30H38N7S2Si2TeTi
Source: OMol25
Level of theory: the ωB97M-V functional and the def2-TZVPD basis

Each line ends with the Löwdin spin population.
Atoms and positions in Å:
Ti -0.299 0.421 -0.604  1.265
N -1.934 3.431 -2.426  -0.096
C -1.286 2.264 -2.377  -0.121
N -1.933 1.222 -1.728  0.000
C -0.489 -0.587 -2.545  -0.036
C 0.520 0.446 -2.598  -0.038
S 0.385 2.144 -2.730  0.029
C -0.222 -1.871 -3.136  0.003
C 1.022 -2.266 -3.608  -0.026
S 1.163 -3.926 -4.141  -0.009
C -0.597 -3.987 -3.785  0.003
N -1.195 -2.875 -3.251  0.001
N -1.246 -5.101 -4.098  0.002
H -2.942 3.505 -2.282  -0.002
H -1.539 4.357 -2.668  -0.002
H 1.550 0.106 -2.269  0.003
H 1.905 -1.602 -3.604  -0.002
H -0.736 -5.910 -4.401  0.000
H -2.278 -5.212 -3.846  0.000
N -9.442 5.691 0.487  0.001
C -8.363 5.249 0.521  0.000
C -6.999 4.707 0.357  0.001
C -6.824 4.015 -0.835  0.000
C -5.595 3.422 -1.042  0.001
C -4.624 3.290 0.045  0.000
C -4.889 4.030 1.220  0.001
C -6.023 4.799 1.376  0.000
C -3.339 2.532 -0.129  0.004
C -3.226 1.523 -1.150  0.006
C -4.249 1.019 -1.873  -0.021
C -4.100 0.045 -2.885  0.005
C -2.894 -0.651 -2.934  -0.030
N -1.767 -0.029 -2.380  0.010
C -2.180 2.737 0.616  0.006
C -1.782 3.861 1.361  0.006
C -0.353 3.885 1.366  0.003
C 0.043 2.599 1.009  0.018
N -1.011 1.916 0.532  0.003
H -7.632 3.971 -1.524  0.000
H -5.284 3.150 -2.057  0.000
H -4.411 3.771 2.164  0.000
H -6.278 5.474 2.218  0.000
H -5.289 1.265 -1.609  -0.001
H -4.954 -0.311 -3.481  0.001
H -2.713 -1.586 -3.440  -0.002
H -2.446 4.638 1.791  0.000
H 0.311 4.684 1.567  0.000
H 1.050 2.202 1.009  0.007
C 4.383 1.067 3.412  0.000
Si 4.851 0.282 1.759  0.001
C 5.724 1.589 0.725  0.000
C 6.083 -1.071 2.095  0.000
C 3.403 -0.466 0.743  0.010
Te 1.398 -0.768 1.395  -0.001
C 1.414 -3.070 1.387  -0.001
Si 2.725 -4.284 2.120  0.000
C 2.040 -6.007 1.744  0.000
C 4.320 -3.928 1.157  0.000
C 2.789 -4.191 4.006  0.000
H 5.291 1.581 3.830  0.000
H 3.916 0.474 4.216  0.000
H 3.623 1.823 3.163  0.000
H 6.463 2.057 1.380  0.000
H 5.133 2.450 0.364  0.000
H 6.253 1.106 -0.063  0.000
H 5.695 -1.949 2.604  0.000
H 6.763 -0.531 2.743  0.000
H 6.534 -1.397 1.176  0.000
H 3.685 -1.461 0.404  0.000
H 3.246 0.188 -0.126  0.001
H 1.310 -3.336 0.311  0.000
H 0.448 -3.184 1.832  0.000
H 1.408 -6.201 0.830  0.000
H 1.317 -6.130 2.561  0.000
H 2.770 -6.813 1.772  0.000
H 4.764 -4.865 0.811  0.000
H 5.151 -3.508 1.785  0.000
H 4.183 -3.293 0.292  0.000
H 3.236 -3.292 4.414  0.000
H 3.319 -5.068 4.458  0.000
H 1.775 -4.260 4.499  0.000

As for the total charge: +2. For the calculated total energy, the calculation gives -4041.364836 hartree. The calculation puts the HOMO-LUMO gap (alpha / beta) at 4.8120 / 4.3502 eV. As for the relative energy (zero: lowest compared OMol25 entry of this formula, charge and spin): 839.7 kJ/mol. Its spin multiplicity is 2.



# 2
Formula: C19H14FN3O3
Source: OMol25
Level of theory: the ωB97M-V functional and the def2-TZVPD basis

Each line ends with the Löwdin charge.
Atoms and positions in Å:
O -0.680 -0.259 3.131  0.102
C 0.360 0.228 2.690  -0.316
C 1.141 -0.469 1.643  -0.182
N 2.480 -0.548 1.476  0.142
N 2.733 -1.299 0.433  0.004
C 1.563 -1.941 -0.228  -0.069
C 1.297 -1.516 -1.683  -0.308
O 2.121 -1.747 -2.558  0.098
N 0.203 -0.634 -1.764  0.059
C -0.304 -0.103 -2.956  -0.108
C -1.665 -0.596 -3.289  -0.207
C -1.790 -1.907 -3.853  -0.022
C -3.057 -2.505 -3.970  -0.099
C -4.178 -1.819 -3.570  -0.118
C -4.049 -0.586 -3.005  -0.068
C -2.798 0.078 -2.885  -0.014
C -0.149 -0.330 -0.504  -0.346
O -0.741 0.706 -0.223  0.120
C 0.459 -1.134 0.606  -0.111
C 0.995 1.405 3.254  -0.126
C 0.800 1.639 4.607  -0.029
C 1.304 2.714 5.174  -0.025
C 2.091 3.583 4.475  -0.293
F 2.659 4.528 5.231  0.080
C 2.351 3.429 3.166  -0.022
C 1.804 2.353 2.485  0.023
H 3.603 -1.244 -0.046  0.137
H 1.504 -3.029 -0.157  0.154
H 0.373 -0.422 -3.764  0.141
H -0.216 0.957 -2.814  0.137
H -0.948 -2.400 -4.463  0.139
H -3.228 -3.563 -4.245  0.112
H -5.056 -2.374 -3.816  0.100
H -4.994 -0.134 -2.740  0.102
H -2.758 1.041 -2.389  0.116
H -0.135 -1.851 1.133  0.164
H 0.198 0.888 5.147  0.142
H 1.370 2.730 6.234  0.125
H 3.137 3.982 2.570  0.145
H 2.198 2.145 1.468  0.120

The SMILES is O=C(C1=NN[C@@H]2C(=O)N(Cc3ccccc3)C(=O)[C@H]12)c1ccc(F)cc1. As for the total charge: 0. For the calculated total energy, the calculation gives -1222.207888 hartree. The calculation puts the HOMO-LUMO gap at 8.6651 eV. As for the relative energy (zero: lowest compared OMol25 entry of this formula, charge and spin): 189.1 kJ/mol. Its spin multiplicity is 1.